Entry 1:
DFT (ωB97M-V/def2-TZVPD) results for a 3-piece molecular cluster, C18H50N7O3P2S2 overall.

Structure (XYZ):
```
82
C18H50N7O3P2S2, DFT ωB97M-V/def2-TZVPD
C 1.97314 -1.33159 -2.33854
C 2.55535 -2.71856 -2.33460
O 3.71785 -2.89642 -2.54893
N 1.71916 -3.90108 -2.02674
C 0.96168 -4.39333 -3.20640
S 0.72426 -3.69572 -0.69362
C 1.46555 -4.46602 0.77202
C 2.16811 -3.46842 1.68948
C 3.59798 -3.04460 1.28029
S 4.52484 -4.19981 0.23202
H 2.58245 -0.71783 -2.99002
H 2.05716 -0.87593 -1.34766
H 0.93748 -1.27539 -2.67274
H 1.15366 -5.45482 -3.32781
H -0.11399 -4.26091 -3.11639
H 1.31959 -3.89590 -4.10322
H 0.68033 -2.38281 -0.35557
H 2.04461 -5.34162 0.49797
H 0.59114 -4.83069 1.31164
H 2.14675 -3.79150 2.72505
H 1.55588 -2.56215 1.67634
H 4.17088 -2.93557 2.19694
H 3.62859 -2.06601 0.81039
H 4.58955 -5.30130 1.00493
O -2.11818 -2.46410 0.31996
P -2.96455 -1.20567 0.46470
N -4.02655 -1.74335 1.68545
C -5.47186 -1.69311 1.73209
C -3.43752 -2.29559 2.90036
N -3.63359 -1.22883 -1.13754
C -5.01737 -1.57621 -1.40205
C -2.78240 -1.83972 -2.15182
N -3.41235 0.42908 0.64411
C -3.59834 1.04995 1.94959
C -3.47667 1.39235 -0.45222
H -5.82165 -1.29955 2.69356
H -5.90137 -2.69065 1.59859
H -5.89880 -1.03081 0.98411
H -2.97464 -1.51465 3.51702
H -2.66983 -3.03740 2.67185
H -4.18760 -2.79199 3.51368
H -5.28336 -2.56443 -1.00591
H -5.20622 -1.58895 -2.47646
H -5.70375 -0.82641 -1.00585
H -2.85407 -2.93619 -2.15031
H -1.73628 -1.56898 -2.00122
H -3.06656 -1.48116 -3.14444
H -4.66480 1.14850 2.16884
H -3.15760 2.04749 1.98752
H -3.13098 0.47850 2.74673
H -4.51283 1.52384 -0.77357
H -2.88578 1.08567 -1.30607
H -3.08988 2.36800 -0.14900
O 1.74903 1.33575 -0.16400
P 2.25988 2.77422 -0.32084
N 2.87781 2.94083 1.27088
C 2.60734 3.95721 2.26328
C 3.86449 1.96565 1.71711
N 0.67382 3.45862 -0.51477
C 0.00071 4.19367 0.53592
C -0.28546 2.58953 -1.18111
N 2.96895 4.23431 -0.84697
C 4.33173 4.61474 -0.49715
C 2.36291 5.13761 -1.82323
H 3.53699 4.33446 2.70627
H 1.98581 3.55836 3.07174
H 2.11622 4.83394 1.85180
H 4.83392 2.11395 1.22448
H 3.53927 0.94363 1.50888
H 4.03247 2.03448 2.79105
H -0.09222 3.60922 1.46186
H -1.00580 4.47222 0.21769
H 0.49791 5.14063 0.75015
H -0.72624 1.85659 -0.49226
H 0.17880 2.04295 -2.00073
H -1.09516 3.18585 -1.61043
H 4.31768 5.37129 0.29182
H 4.86454 5.03507 -1.35115
H 4.92036 3.76779 -0.15616
H 1.88873 5.97791 -1.31091
H 1.61983 4.64256 -2.43694
H 3.10904 5.53929 -2.51280
```

Computed properties:
Kohn-Sham gap	0.29723	Eh
DFT total energy	-2803.54383	Eh
total charge	+1
spin multiplicity	1
relative energy (zero: lowest compared OMol25 entry of this formula, charge and spin)	0.000	eV


Entry 2:
DFT (ωB97M-V/def2-TZVPD) results for a 7-piece molecular cluster, C18H50O7 overall.

Structure (XYZ):
```
75
C18H50O7, DFT ωB97M-V/def2-TZVPD
C 4.69501 2.01485 2.54889
C 5.09206 0.63864 3.10116
O 6.12658 0.80091 4.01130
H 4.38907 2.74480 3.29833
H 3.89880 2.01912 1.80449
H 5.52343 2.44756 1.98803
H 5.64924 0.11068 2.32726
H 4.27607 0.04666 3.51568
H 6.93743 1.03080 3.55165
C 4.58615 0.32856 -0.81201
C 3.83687 -0.33767 -2.08333
O 2.67168 -1.14694 -1.63116
H 5.56881 0.71842 -1.07750
H 4.63387 -0.35293 0.03734
H 4.03793 1.24206 -0.58161
H 4.52041 -0.95030 -2.67117
H 3.46779 0.40207 -2.79374
H 2.11069 -1.16672 -2.40993
C -3.02889 -2.58988 -1.53727
C -2.13683 -3.70210 -2.08329
O -0.76533 -3.37907 -1.63621
H -4.00687 -2.63589 -2.01637
H -2.58572 -1.64909 -1.86377
H -3.11671 -2.75678 -0.46371
H -2.20801 -3.89623 -3.15350
H -2.43143 -4.56999 -1.49332
H -0.74317 -2.53317 -1.18281
C -2.25120 3.63304 -0.41145
C -3.15620 2.74655 0.43744
C -2.75246 2.63056 1.87421
O -4.43484 3.34430 0.39409
H -1.22499 3.26906 -0.46158
H -2.32736 4.68440 -0.13408
H -2.76247 3.60608 -1.37372
H -3.11652 1.74152 0.01740
H -1.77395 2.24337 2.15829
H -3.54910 2.05875 2.35013
H -2.85908 3.57334 2.41079
H -4.60146 3.44823 -0.54561
C 0.07394 0.96301 -3.15194
C -0.49190 1.08823 -4.60810
C -1.62655 2.16221 -4.85762
O 0.58905 1.36909 -5.45416
H 1.08244 1.36491 -3.05433
H 0.31455 -0.03204 -2.77765
H -0.56083 1.50467 -2.45068
H -0.91502 0.15495 -4.97966
H -1.33130 3.12280 -4.43550
H -2.55379 1.76890 -4.44091
H -1.76299 2.31577 -5.92808
H 1.04683 2.10043 -5.03325
C 1.64767 -1.99643 1.60704
C 0.59433 -0.95138 1.14394
C 1.25911 0.39060 1.02233
O 0.17893 -1.29830 -0.15096
H 2.34858 -1.69729 2.38636
H 2.18371 -2.39515 0.74577
H 1.05055 -2.75585 2.11184
H -0.11164 -0.77584 1.95568
H 0.40928 1.04630 0.83275
H 2.05727 0.42464 0.28078
H 1.70730 0.50742 2.00903
H 1.01789 -1.17947 -0.60218
C -3.29324 -3.39979 2.28236
C -3.21297 -1.93733 2.63577
C -2.46431 -1.67897 3.96554
O -2.79337 -1.10448 1.58165
H -4.02567 -3.60324 1.50117
H -3.43430 -4.03918 3.15377
H -2.35899 -3.86294 1.96492
H -4.22658 -1.54433 2.71492
H -2.51762 -0.66417 4.35983
H -1.37626 -1.65403 3.90548
H -2.85342 -2.40642 4.67795
H -1.84000 -1.16492 1.67678
```

Computed properties:
<S²>	0.76
Kohn-Sham gap (spin up / spin down)	0.35389 / 0.10104	Eh
DFT total energy	-1241.98613	Eh
total charge	+1
spin multiplicity	2
relative energy (zero: lowest compared OMol25 entry of this formula, charge and spin)	3.002	eV


Entry 3:
DFT (ωB97M-V/def2-TZVPD) results for C18H50O9PtS8 as an isolated structure.

Structure (XYZ):
```
86
C18H50O9PtS8, DFT ωB97M-V/def2-TZVPD
Pt -0.08850 -0.14912 -0.23349
C -2.70744 4.10588 2.59069
C -3.45449 3.90305 1.20558
C -2.47292 3.93007 0.07954
S -0.80689 3.29004 0.69485
O 0.16614 4.36378 0.52478
O -0.65739 1.94529 0.11260
C -1.48167 3.13715 2.53113
H -3.37815 3.82881 3.40400
H -2.39555 5.15026 2.60110
H -4.27162 4.61249 1.07484
H -4.01724 2.97215 1.13599
H -2.27953 4.96773 -0.19245
H -2.71177 3.52732 -0.90475
H -0.61556 3.26931 3.17958
H -1.89227 2.12769 2.55280
C 3.04240 -2.69324 -2.59834
S 2.84004 -1.90064 -0.94940
O 1.32801 -1.62498 -0.67152
C 3.41037 -3.34478 0.07013
H 3.07171 -1.87060 -3.31283
H 2.21644 -3.39780 -2.69574
H 3.95928 -3.26147 -2.75497
H 3.57593 -3.07392 1.11287
H 4.31327 -3.79273 -0.34487
H 2.63881 -4.11264 0.12676
C -4.05801 -1.42003 1.99339
S -3.35183 0.10372 1.24751
O -1.92722 -0.21546 0.79761
C -4.24410 0.19526 -0.34372
H -3.53623 -2.29186 1.59872
H -5.13151 -1.60049 1.93729
H -3.92859 -1.28493 3.06721
H -4.32867 -0.86185 -0.59562
H -3.57985 0.76370 -0.99469
H -5.24761 0.59013 -0.18521
C 2.52323 2.63524 2.98385
S 2.27916 0.83201 2.56363
O 1.19254 0.68020 1.49936
C 3.89830 0.44257 1.77886
H 2.40660 3.27006 2.10550
H 3.55555 2.69599 3.32841
H 1.88314 2.98608 3.79337
H 4.66460 0.74611 2.49213
H 4.07931 0.96885 0.84164
H 3.89002 -0.62764 1.57231
C -0.37803 -4.35282 -0.52468
S -1.76167 -3.22251 -0.96601
O -1.05292 -1.91213 -1.30872
C -2.37556 -4.06808 -2.56993
H 0.42155 -3.83012 0.00025
H 0.05192 -4.76253 -1.43867
H -0.89817 -5.11397 0.05687
H -3.24592 -3.43947 -2.75814
H -2.72684 -5.05849 -2.28049
H -1.57201 -4.19990 -3.29451
C 3.83366 0.96643 -2.75333
S 2.29304 1.78290 -2.21748
O 1.60189 0.91209 -1.17192
C 2.98510 3.26560 -1.37252
H 4.25950 0.41429 -1.91552
H 4.60761 1.70633 -2.95738
H 3.67269 0.22229 -3.53336
H 2.33338 3.89423 -0.76574
H 3.56691 3.90298 -2.03837
H 3.72873 2.98466 -0.62673
C -0.80498 -0.93824 3.92019
S -0.56076 -2.26113 2.68481
O 0.07801 -1.61656 1.49916
C 0.87221 -2.94729 3.65042
H 0.12664 -0.56123 4.34214
H -1.45833 -1.29011 4.71859
H -1.23360 -0.00113 3.56495
H 1.35585 -3.72821 3.06361
H 0.51126 -3.45577 4.54443
H 1.71539 -2.25947 3.71388
C -0.04002 -0.69424 -4.25574
S -1.62081 0.03114 -3.45809
O -1.20970 0.44556 -2.04734
C -1.50761 1.60176 -4.39607
H 0.25183 -1.63087 -3.78072
H 0.74663 0.05851 -4.30727
H -0.39940 -0.99556 -5.23968
H -2.00690 1.46227 -5.35489
H -0.47949 1.93124 -4.54613
H -2.05131 2.24076 -3.70026
```

Computed properties:
<S²>	2.00
Kohn-Sham gap (spin up / spin down)	0.32290 / 0.28465	Eh
DFT total energy	-4696.87181	Eh
total charge	+2
spin multiplicity	3


Among the records above, which one has the highest spin multiplicity?
C18H50O9PtS8